No. 1
Here is C43H38NO9PTa as an isolated structure at a distorted geometry from the Open Molecules 2025 dataset. Energies are from ωB97M-V/def2-TZVPD.

Cartesian coordinates (Å):
Ta  0.05894  -0.43642  1.11967
C  -5.56316  2.71129  -0.69740
O  -5.69715  1.52200  -1.47001
C  -4.71582  0.62043  -1.41184
C  -4.88762  -0.53218  -2.20095
C  -3.92022  -1.50190  -2.19810
C  -2.74725  -1.38104  -1.42906
C  -1.70630  -2.39525  -1.43943
C  -1.89005  -3.65586  -2.23802
O  -0.64005  -2.24337  -0.83043
C  -2.59694  -0.21786  -0.65661
O  -1.49182  -0.01077  0.06601
C  -3.57072  0.77376  -0.64083
H  -6.45888  3.29219  -0.89138
H  -4.68118  3.27783  -1.00419
H  -5.50012  2.47810  0.36709
H  -5.78445  -0.62785  -2.79594
H  -4.06300  -2.37919  -2.81369
H  -2.90514  -4.04175  -2.18070
H  -1.18454  -4.40397  -1.88651
H  -1.66758  -3.44256  -3.28697
H  -3.39862  1.64386  -0.02394
N  0.89709  -2.75543  1.01736
C  1.57456  -3.10687  2.26380
C  1.92093  -1.82485  3.00780
O  2.39867  -1.79788  4.10092
O  1.64429  -0.75745  2.24482
H  0.05202  -3.29471  0.90016
H  1.47984  -2.95157  0.21175
H  2.50037  -3.64898  2.07510
H  0.94942  -3.72548  2.90389
C  4.77041  -3.89812  -1.29082
C  4.71129  -3.29670  -0.04115
C  3.91835  -2.17850  0.15598
C  3.18309  -1.62951  -0.89777
C  3.24300  -2.24838  -2.14673
C  4.03026  -3.37523  -2.33784
P  2.10441  -0.17113  -0.66108
C  3.12926  1.20619  -0.04455
C  2.74077  2.48411  -0.45877
C  3.38057  3.60894  0.03282
C  4.41384  3.47444  0.94839
C  4.80314  2.21207  1.36405
C  4.16338  1.08167  0.87651
C  1.70183  0.34707  -2.35635
C  0.43561  0.10387  -2.87807
C  0.13628  0.46523  -4.18480
C  1.10331  1.07050  -4.97152
C  2.36696  1.32482  -4.45214
C  2.66834  0.96837  -3.14905
H  5.38866  -4.77243  -1.44383
H  5.28359  -3.69720  0.78550
H  3.86779  -1.74392  1.14318
H  2.67263  -1.85349  -2.97591
H  4.06312  -3.84061  -3.31406
H  1.93596  2.60473  -1.17430
H  3.06559  4.58879  -0.30187
H  4.91428  4.35067  1.33869
H  5.60747  2.09986  2.07863
H  4.49240  0.11804  1.22628
H  -0.31770  -0.35713  -2.25484
H  -0.85303  0.27971  -4.58370
H  0.87239  1.35324  -5.99019
H  3.11691  1.80875  -5.06350
H  3.64776  1.18747  -2.73714
O  -1.12726  -1.90041  2.13198
C  -1.36269  -1.10368  3.11717
O  -0.84152  0.03886  2.99600
C  -2.15432  -1.48832  4.27775
C  -2.72253  -2.75993  4.34485
C  -3.46659  -3.11253  5.45531
C  -3.63871  -2.19863  6.48871
C  -3.07321  -0.93159  6.41932
C  -2.32750  -0.56960  5.31229
H  -2.57890  -3.45502  3.52852
H  -3.91258  -4.09555  5.51906
H  -4.21920  -2.47874  7.35790
H  -3.21276  -0.22774  7.22812
H  -1.87592  0.40991  5.23232
O  -1.27773  2.70025  2.10293
C  -0.55489  2.50846  1.16795
O  0.29858  1.44999  1.10091
C  -0.48863  3.41264  -0.01855
C  -0.50897  4.78831  0.17297
C  -0.47223  5.63287  -0.92620
C  -0.44214  5.10818  -2.21082
C  -0.44259  3.73237  -2.40362
C  -0.45751  2.88579  -1.30674
H  -0.54829  5.18237  1.17999
H  -0.47262  6.70494  -0.78046
H  -0.41841  5.77396  -3.06363
H  -0.42255  3.31536  -3.40249
H  -0.44572  1.81499  -1.44397

Summary:
orbital gap = 8.19 eV
2S+1 = 1
E_LUMO = -3.1 eV
charge = +1

***

No. 2
Here is C43H39B11Br7CdN11O2 as an isolated structure at a distorted geometry from the Open Molecules 2025 dataset. Energies are from ωB97M-V/def2-TZVPD.

Cartesian coordinates (Å):
Cd  1.34818  -0.82958  -0.48911
N  1.32340  4.37671  2.44340
C  1.49705  3.05619  2.60713
N  1.98169  2.25141  1.72639
C  2.38017  2.76616  0.49179
N  2.88220  1.98700  -0.39362
N  3.00946  0.66149  -0.21065
C  4.09983  0.14545  0.19878
C  4.22270  -1.29972  0.39189
C  5.42337  -1.85952  0.80932
C  5.49237  -3.22617  1.03252
C  4.35302  -3.99017  0.84328
C  3.19191  -3.35461  0.43055
N  3.12481  -2.04848  0.20676
C  2.21477  4.18989  0.22454
C  2.58943  4.78835  -0.97937
C  2.41748  6.14412  -1.16169
C  1.86801  6.92669  -0.14785
C  1.50357  6.35518  1.05456
C  1.68122  4.98855  1.24212
H  0.98556  4.95342  3.19859
H  1.18682  2.63780  3.56152
H  4.95629  0.76781  0.45234
H  6.29510  -1.23295  0.94258
H  6.41916  -3.68654  1.34494
H  4.35964  -5.05970  0.99142
H  2.28531  -3.92668  0.27867
H  3.01659  4.16898  -1.75543
H  2.70475  6.60495  -2.09601
H  1.73076  7.98862  -0.29665
H  1.07883  6.95392  1.85092
Br  4.50033  -2.51855  -2.63226
B  3.25460  -3.06665  -4.04078
B  3.70959  -4.12620  -5.40951
C  2.65135  -3.59879  -6.60134
B  3.34467  -2.36301  -5.67842
B  1.68034  -2.22188  -6.36138
B  0.99917  -3.91255  -6.50237
B  2.24126  -5.10667  -5.86002
B  2.56612  -4.76063  -4.13003
Br  3.06502  -6.08362  -2.78204
B  0.85231  -4.63398  -4.82337
Br  -0.58393  -5.83309  -4.28253
B  0.51722  -2.83270  -5.16459
Br  -1.28465  -2.11447  -4.98956
B  1.98824  -1.89554  -4.60980
Br  1.85471  -0.15447  -3.65712
B  1.47801  -3.35940  -3.71765
Br  0.63991  -3.12876  -1.90307
H  4.77617  -4.55846  -5.64402
H  2.19153  -3.66048  -5.59797
H  4.19071  -1.66437  -6.09555
H  1.46046  -1.43666  -7.20556
H  0.34406  -4.20522  -7.43223
H  2.38351  -6.12192  -6.43223
Br  -1.68297  4.63297  6.75556
C  -1.81318  2.75669  6.87829
C  -1.37102  2.10419  8.02722
C  -1.37728  0.72958  8.06710
C  -1.79383  0.00109  6.94031
C  -2.32403  0.67598  5.81871
C  -2.33595  2.04715  5.79280
N  -1.70657  -1.35739  6.98980
N  -1.73937  -2.12333  6.03518
C  -1.20603  -2.21042  4.84579
C  -1.91445  -2.94804  3.83666
C  -1.60477  -2.80269  2.54111
C  -0.48859  -1.97895  2.08772
O  -0.32601  -1.78395  0.89057
C  0.41070  -1.44385  3.14730
N  1.53665  -0.86891  2.75789
C  2.38481  -0.43214  3.67193
C  2.16404  -0.56181  5.04082
C  0.99380  -1.15082  5.46129
C  0.07285  -1.58633  4.50638
H  -1.02477  2.67492  8.87677
H  -1.02321  0.19649  8.93929
H  -2.73966  0.11442  4.99168
H  -2.74842  2.57684  4.94525
H  -2.76787  -3.53682  4.14578
H  -2.19903  -3.27959  1.77279
H  3.29438  0.02565  3.31049
H  2.90359  -0.21762  5.74905
H  0.81256  -1.30475  6.51646
C  -6.75809  0.67280  1.37999
C  -6.19372  1.04556  0.03972
C  -5.38139  0.17284  -0.67515
C  -4.88073  0.50363  -1.92391
C  -5.18106  1.74193  -2.48931
N  -4.70433  2.15720  -3.74364
C  -3.72330  1.62539  -4.55738
O  -3.77135  1.72249  -5.75802
N  -2.65557  0.97461  -3.93579
C  -2.03798  1.24501  -2.73162
C  -2.22687  2.42204  -2.00409
C  -1.57068  2.57256  -0.79590
C  -0.71935  1.57857  -0.35215
N  -0.46977  0.48374  -1.07871
C  -1.12684  0.31727  -2.22092
C  -6.02586  2.60998  -1.79415
C  -6.51596  2.26685  -0.54944
H  -6.24155  -0.18730  1.80354
H  -7.81393  0.41540  1.27649
H  -6.69890  1.50761  2.07878
H  -5.14965  -0.80118  -0.26165
H  -4.29595  -0.22087  -2.47046
H  -5.29517  2.81080  -4.23563
H  -2.17295  0.34276  -4.56307
H  -2.86515  3.20600  -2.38356
H  -1.70981  3.47208  -0.21240
H  -0.23100  1.64064  0.61105
H  -0.94822  -0.60026  -2.76824
H  -6.29717  3.55928  -2.23995
H  -7.16825  2.95345  -0.02465

Summary:
orbital gap = 3.09 eV
2S+1 = 1
E_LUMO = -8.8 eV
charge = +2

***

ΔE to the lowest compared entry with this formula, charge and spin / kcal/mol: 24.4 0.0